6
Properties=species:S:1:pos:R:3:forces:R:3:nbo_charge:R:1 method="wB97M-V/def2-TZVPD" energy_ha=-587.73939 lumo_energy_ha="-0.0922 / -0.0922"
C 1.284350 0.272519 -0.188887 -2.49 -3.11 0.47 -0.265
O 3.719957 0.441209 0.032402 0.77 -0.07 0.05 -0.864
O -0.589738 -1.274058 -0.102435 2.81 1.73 -0.54 -0.758
S 2.626351 -0.519383 0.159248 -1.16 0.75 -0.25 1.212
H 0.731399 1.112800 -0.541237 0.05 0.43 -0.12 0.238
H -1.010082 -0.934130 0.692120 0.02 0.28 0.38 0.438



6
Properties=species:S:1:pos:R:3:forces:R:3:nbo_charge:R:1 method="wB97M-V/def2-TZVPD" energy_ha=-587.82160 smiles=SC1OO1 lumo_energy_ha=0.0249
C 0.154730 0.159715 -0.425288 -1.65 -0.41 0.57 0.216
O 1.105823 0.870251 0.215571 0.55 0.32 0.37 -0.235
O 1.021356 -0.616084 0.317171 0.46 0.14 -0.33 -0.253
S -1.550798 0.127177 0.195080 1.47 -0.76 1.01 -0.073
H 0.144246 0.068679 -1.471857 0.64 0.07 -1.41 0.173
H -0.875357 -0.609738 1.169322 -1.47 0.64 -0.22 0.172



6
Properties=species:S:1:pos:R:3:forces:R:3:nbo_charge:R:1 method="wB97M-V/def2-TZVPD" energy_ha=-587.91733 smiles="O=COS" lumo_energy_ha=0.0009
C 0.710856 -0.279279 0.689261 -0.20 2.91 0.63 0.643
O 1.616079 -1.006680 0.849103 0.83 -1.67 -0.07 -0.524
O 0.020933 -0.234841 -0.483951 0.22 -0.10 0.47 -0.654
S -1.164894 0.945768 -0.783141 -0.70 -2.03 -1.44 0.272
H 0.580297 0.564796 1.467411 -0.86 -0.90 -1.19 0.112
H -1.763271 0.010235 -1.738683 0.71 1.80 1.60 0.152



6
Properties=species:S:1:pos:R:3:forces:R:3:nbo_charge:R:1 method="wB97M-V/def2-TZVPD" energy_ha=-587.91470 lumo_energy_ha=0.0247
C -0.868569 -1.550123 -4.387593 2.36 1.33 1.15 0.571
O 0.048396 -1.029071 -3.920753 -2.38 -1.48 -1.81 -0.559
O -0.243080 -0.693622 -1.369145 -0.92 -0.27 0.08 -0.900
S 0.184509 0.099578 0.039709 0.89 -1.13 -1.02 0.299
H 1.030183 -0.910958 0.431351 -0.36 0.77 0.19 0.088
H 0.221574 -0.606734 -2.224880 0.42 0.77 1.40 0.500



7
Properties=species:S:1:pos:R:3:forces:R:3:nbo_charge:R:1 method="wB97M-V/def2-TZVPD" energy_ha=-985.97409 lumo_energy_ha="-0.0953 / -0.0944"
C 0.040066 0.706182 -0.332217 2.80 -1.96 0.82 0.087
O -2.441984 0.023244 0.095034 0.32 0.05 -0.23 -0.870
O 1.149814 1.251383 -0.812109 -2.21 0.90 0.45 -0.653
S 0.962113 -1.332558 1.479977 -0.14 2.32 -1.33 -0.311
S -1.502102 0.689451 -0.816772 -0.09 0.12 0.32 1.100
H 1.920306 0.700874 -0.931077 0.13 -0.98 0.12 0.527
H -0.128213 -2.038577 1.317164 -0.80 -0.46 -0.16 0.120



8
Properties=species:S:1:pos:R:3:forces:R:3:nbo_charge:R:1 method="wB97M-V/def2-TZVPD" energy_ha=-1384.25810 smiles="O=S1(=O)S[C@H]1S" lumo_energy_ha=-0.0149
C -0.692312 0.144269 0.446217 -1.66 2.09 -0.84 -0.714
O 1.333475 -1.074761 -0.407286 0.72 -0.98 -0.39 -0.924
O 1.884050 0.586921 1.289537 1.07 0.86 2.13 -0.873
S 0.132573 1.452681 -0.835467 -0.02 0.72 0.18 -0.087
S -1.726554 -0.872445 -0.545333 0.35 -0.92 0.06 0.077
S 1.013654 0.105730 0.314128 -0.41 -0.93 -1.68 2.064
H -1.270548 0.799488 1.111615 0.65 -0.64 0.33 0.284
H -0.674335 -1.141882 -1.373414 -0.70 -0.19 0.21 0.172



6
Properties=species:S:1:pos:R:3:forces:R:3:nbo_charge:R:1 method="wB97M-V/def2-TZVPD" energy_ha=-264.78108 lumo_energy_ha=-0.0210
C -0.630346 0.710242 0.000492 -0.49 1.33 0.13 1.012
O -0.451972 1.852722 0.044164 0.41 -0.31 -0.06 -0.427
O -0.961070 -1.615965 0.005306 0.81 -3.58 0.09 -0.443
O -1.211662 -0.320049 -0.029591 -0.90 2.65 -0.16 -0.150
H 1.308466 -0.093587 0.033861 1.23 -0.74 -0.12 -0.082
H 1.946583 -0.533365 -0.054232 -1.07 0.65 0.12 0.091



8
Properties=species:S:1:pos:R:3:forces:R:3:nbo_charge:R:1 method="wB97M-V/def2-TZVPD" energy_ha=-947.70274 charge=-2 lumo_energy_ha=0.2834
C -0.132718 -0.078912 -0.087907 -1.97 -1.68 0.08 -1.208
O -4.788024 -0.254115 0.073225 -2.75 -1.40 0.48 -1.210
O -3.134660 1.485891 -0.391880 0.59 1.01 0.36 -1.206
O -2.410251 -1.171271 -1.032296 0.69 -0.14 0.74 -1.173
P -1.456894 -1.124218 0.210043 1.64 -0.70 -0.72 0.891
P -3.451707 0.252602 0.406374 0.31 1.70 -0.94 1.524
H 0.708904 -0.208484 0.542091 0.92 0.39 0.42 0.174
H -0.290391 0.558986 -0.926135 0.57 0.83 -0.43 0.208



7
Properties=species:S:1:pos:R:3:forces:R:3:nbo_charge:R:1 method="wB97M-V/def2-TZVPD" energy_ha=-662.98059 lumo_energy_ha="-0.0336 / -0.0153"
C 0.297102 -0.246215 -0.201242 1.95 0.04 1.22 0.285
O -2.069781 1.128351 -0.169960 0.81 -0.40 -0.10 -0.843
O -0.285575 -0.508630 0.995639 -0.88 0.51 -0.13 -0.625
O 1.257834 -1.170973 -0.536638 -1.09 1.06 -1.22 -0.689
S -1.453654 -0.181729 -0.249342 -1.10 -0.52 0.15 1.402
H 0.262337 2.098480 0.080519 0.24 -0.81 -0.28 -0.035
H 1.991738 -1.119286 0.081027 0.07 0.11 0.36 0.503



8
Properties=species:S:1:pos:R:3:forces:R:3:nbo_charge:R:1 method="wB97M-V/def2-TZVPD" energy_ha=-681.73750 charge=-1 lumo_energy_ha=0.1587
C 0.763892 -0.564543 -0.639412 0.48 -0.84 1.37 0.239
O -1.183074 -0.022312 1.892873 0.49 -0.49 0.49 -1.099
O -1.664695 1.746583 0.121581 -0.10 0.32 -0.48 -1.099
O 0.683855 0.704857 0.159442 -0.71 1.15 -0.12 -0.879
O -0.445314 -1.027012 -0.867885 -1.17 1.49 0.38 -0.843
P -0.833143 0.669132 0.655459 0.06 -0.77 -1.41 2.481
H 1.434895 -0.418028 -1.499017 -0.10 0.41 -0.03 0.107
H 1.243583 -1.088678 0.176959 1.05 -1.27 -0.20 0.094



8
Properties=species:S:1:pos:R:3:forces:R:3:mulliken_spin:R:1 method="wB97M-V/def2-TZVPD" energy_ha=-947.89784 multiplicity=6 s_squared=8.768 charge=+2 lumo_energy_ha="-0.4403 / -0.4324"
O 0.116767 1.060910 -0.525004 2.75 -1.20 0.69 0.065
Pm 2.254608 0.081765 0.105432 -1.12 -2.78 1.87 4.065
O 2.073845 -1.717200 1.309681 0.46 4.08 -2.83 -0.062
H 1.628634 -1.861354 2.143285 -0.27 -0.53 0.64 0.001
C -1.114748 0.956773 -0.480356 -1.41 0.84 -0.69 -0.031
O -1.737996 1.783521 0.290411 -0.13 -0.14 0.13 0.947
O -1.853369 0.225396 -1.235280 -0.09 -0.31 0.51 0.011
H -1.367740 -0.529811 -1.608168 -0.18 0.03 -0.32 0.003



8
Properties=species:S:1:pos:R:3:forces:R:3:nbo_charge:R:1 method="wB97M-V/def2-TZVPD" energy_ha=-738.28552 smiles="O=C(OO)OS" lumo_energy_ha=0.0022
O 0.610568 -1.881802 0.228967 -1.30 4.25 -1.32 -0.513
C 0.135213 -0.797748 -0.124505 1.08 -3.66 0.20 0.943
O 0.598940 0.489865 0.268956 -3.09 -1.41 -0.13 -0.297
O 1.904459 0.679150 -0.118477 2.65 0.38 -0.26 -0.411
O -1.036016 -0.811604 -0.980870 1.65 1.91 3.29 -0.605
S -1.939068 0.578721 -0.490201 -1.13 -0.07 -0.17 0.291
H 2.191700 1.450199 0.432911 -0.61 -0.94 -0.39 0.478
H -2.465796 0.293219 0.783219 0.75 -0.46 -1.20 0.114



9
Properties=species:S:1:pos:R:3:forces:R:3:nbo_charge:R:1 method="wB97M-V/def2-TZVPD" energy_ha=-1136.44639 lumo_energy_ha=-0.0158
C 0.555589 1.729126 -0.159626 0.75 -2.94 -0.21 -0.920
O -0.205366 -0.551455 0.919228 -0.71 0.47 4.06 -0.886
O 1.836114 -0.852288 -0.404910 -1.05 2.78 0.90 -0.865
O -2.350288 -1.428745 0.054681 0.77 0.06 0.47 -0.847
O -0.309082 -0.839317 -1.218386 -1.45 0.79 -1.04 -0.836
S 0.630839 -0.015756 -0.275531 5.91 2.52 -1.83 2.151
S -0.933263 -1.661475 0.112366 -3.97 -4.19 -1.53 1.755
H -0.440773 1.813910 0.245657 -0.71 0.22 -0.21 0.215
H 1.216230 1.806001 0.726521 0.45 0.29 -0.60 0.233



10
Properties=species:S:1:pos:R:3:forces:R:3:nbo_charge:R:1 method="wB97M-V/def2-TZVPD" energy_ha=-1098.37884 charge=-2 lumo_energy_ha=0.2625
C -0.527577 0.626479 1.187615 1.70 1.82 0.49 -1.271
O -2.268140 -1.189885 0.048335 -1.25 -3.33 0.88 -1.166
O 0.930825 1.292657 -1.074651 1.74 -1.34 -0.90 -1.229
O -1.610322 0.781709 -1.128553 0.74 0.46 1.71 -1.092
O -0.625376 3.039710 -0.394532 -1.04 2.41 0.79 -1.202
O -2.843233 1.282532 1.084589 -1.43 -1.74 -0.15 -1.172
P -2.007302 0.162592 0.494706 -2.39 3.65 -1.43 2.304
P -0.379717 1.604646 -0.478374 0.96 -0.42 -0.55 2.367
H -0.592236 1.354491 2.041692 -0.03 -1.04 -0.86 0.245
H 0.224187 -0.116694 1.267339 0.99 -0.48 0.01 0.216



10
Properties=species:S:1:pos:R:3:forces:R:3:nbo_charge:R:1 method="wB97M-V/def2-TZVPD" energy_ha=-1098.35737 charge=-2 lumo_energy_ha=0.2457
C 1.477317 -0.926202 1.974025 -0.43 0.85 -1.34 -1.278
O 1.908855 -1.464289 -0.640917 0.64 0.06 -0.02 -1.139
O -1.619373 2.412010 -0.908082 0.18 0.17 0.22 -1.179
O -0.174407 -0.056956 -0.184750 0.95 -0.02 1.08 -1.114
O -3.023121 0.270706 -0.967230 -0.02 -0.26 0.17 -1.176
O -1.360929 0.773791 -2.855127 0.24 -0.20 -0.14 -1.172
P 1.091256 -0.681918 0.318297 -1.10 -0.93 -0.01 2.165
P -1.894264 1.077028 -1.502481 -0.51 0.43 -0.28 2.496
H 2.511055 -1.205960 2.100773 0.19 -0.16 0.10 0.198
H 1.083611 -0.198210 2.665491 -0.16 0.06 0.22 0.199



6
Properties=species:S:1:pos:R:3:forces:R:3:nbo_charge:R:1 method="wB97M-V/def2-TZVPD" energy_ha=-854.01374 charge=-1 lumo_energy_ha=0.1349
C -1.310726 -0.704070 -0.669837 -1.36 1.40 0.71 -0.100
O -0.275476 0.839797 0.223925 -1.76 -0.51 -0.57 -1.103
P 1.250623 0.683738 0.307359 0.94 1.95 2.13 0.665
S -2.822260 -0.157376 -0.472266 1.51 -0.81 -0.35 -0.150
H 1.627799 -0.237340 -0.543641 0.74 -1.88 -3.03 -0.146
H 1.530039 -0.424749 1.154461 -0.06 -0.15 1.10 -0.166



6
Properties=species:S:1:pos:R:3:forces:R:3:nbo_charge:R:1 method="wB97M-V/def2-TZVPD" energy_ha=-910.81293 lumo_energy_ha=-0.0399
C 0.424066 0.225960 -0.415818 -1.74 -0.07 -1.66 0.021
H 0.002156 -1.446286 0.425211 2.86 0.99 -2.02 0.496
H -1.066702 0.288195 1.753293 -0.82 1.44 -3.59 0.107
O 0.794038 -1.056315 -0.190896 -3.81 -0.13 3.16 -0.645
S -1.276285 0.931674 0.024743 2.79 -2.83 4.21 0.005
S 1.122728 1.056772 -1.596533 0.72 0.59 -0.11 0.015



7
Properties=species:S:1:pos:R:3:forces:R:3:nbo_charge:R:1 method="wB97M-V/def2-TZVPD" energy_ha=-1309.01718 smiles="O=[S@@]1(=S)CS1" lumo_energy_ha=-0.0241
C -0.930911 -0.034202 -0.155601 0.36 1.91 2.05 -0.730
O 1.047354 0.221707 1.624847 -0.37 0.27 0.07 -0.883
S 1.943749 -1.189969 -0.740163 -1.11 0.98 0.34 -0.384
S -0.187038 1.573824 -0.713298 0.19 0.28 0.00 0.026
S 0.725935 0.010689 0.235248 2.66 -0.97 0.07 1.453
H -1.563205 0.036482 0.718997 -0.40 -0.27 -0.28 0.267
H -1.035884 -0.618532 -0.970027 -1.32 -2.20 -2.25 0.251



6
Properties=species:S:1:pos:R:3:forces:R:3:nbo_charge:R:1 method="wB97M-V/def2-TZVPD" energy_ha=-1120.13403 smiles="[H]/P=C/P=S" lumo_energy_ha=-0.0595
C -0.200887 -0.122955 -0.001313 1.47 2.39 0.34 -0.928
P -1.224230 1.208932 -0.024508 0.46 -0.50 0.04 0.494
P 1.638293 0.570730 0.110591 -1.61 -2.21 -0.37 0.639
S 2.690980 -1.051199 -0.071615 -0.14 0.81 0.13 -0.380
H -0.425003 -1.174231 0.026395 0.08 -0.28 -0.08 0.232
H -2.479154 0.568720 -0.039548 -0.27 -0.21 -0.06 -0.056